# 1
Molecular formula: C52H32F5GdI4N5
Method: DFT, the ωB97M-V functional and the def2-TZVPD basis

Spin multiplicity: 8
Charge: -1
LUMO (alpha / beta) in Ha: 0.057 / 0.041
Largest force on an atom in eV/A: 3.48

Each line ends with the Mulliken spin population.
Geometry (Å):
1 Gd -0.014 -1.197 0.084  4.869
2 I -6.797 2.517 6.324  0.000
3 C -5.317 1.588 5.155  0.000
4 C -4.524 2.440 4.333  0.004
5 C -3.687 1.871 3.409  0.005
6 C -3.535 0.490 3.306  -0.032
7 C -4.214 -0.329 4.193  0.015
8 C -5.108 0.218 5.094  0.003
9 C -2.501 -0.073 2.416  0.184
10 C -1.215 -0.148 2.876  -0.057
11 C -0.783 0.058 4.221  0.043
12 C 0.531 0.197 4.205  -0.042
13 C 1.022 -0.044 2.862  0.037
14 C 2.316 -0.001 2.493  0.013
15 C 3.359 0.514 3.431  -0.010
16 C 3.444 1.902 3.493  -0.014
17 C 4.341 2.523 4.312  0.008
18 C 5.278 1.747 5.015  -0.002
19 I 6.514 2.822 6.370  0.000
20 C 5.226 0.363 5.049  0.005
21 C 4.287 -0.233 4.184  -0.007
22 C 2.837 -0.130 1.201  0.143
23 N 2.087 -0.321 0.106  0.014
24 C 2.951 -0.257 -0.984  0.053
25 C 2.545 -0.273 -2.331  0.068
26 C 3.521 0.196 -3.280  -0.005
27 C 4.449 -0.605 -3.990  0.004
28 C 5.365 -0.078 -4.883  0.004
29 C 5.396 1.287 -5.111  -0.001
30 I 6.851 2.199 -6.336  0.000
31 C 4.483 2.105 -4.439  0.003
32 C 3.583 1.581 -3.512  0.001
33 C 1.236 -0.374 -2.731  0.045
34 C 0.813 -0.377 -4.144  -0.019
35 C -0.509 -0.263 -4.167  0.011
36 C -0.998 -0.234 -2.837  -0.022
37 N 0.089 -0.337 -1.968  0.141
38 C -2.304 -0.137 -2.461  0.073
39 C -2.841 -0.216 -1.121  0.102
40 C -4.147 -0.077 -0.804  0.021
41 C -4.202 0.037 0.562  0.089
42 C -2.890 -0.098 1.053  0.002
43 N -2.062 -0.279 0.030  0.050
44 C -3.340 0.286 -3.434  0.001
45 C -3.332 1.611 -3.944  0.006
46 C -4.341 2.004 -4.772  -0.002
47 C -5.371 1.089 -5.105  0.001
48 I -6.957 1.827 -6.244  0.000
49 C -5.372 -0.225 -4.671  0.002
50 C -4.312 -0.609 -3.823  0.014
51 C 4.305 -0.095 -0.527  0.067
52 C 4.241 -0.044 0.829  0.041
53 N -0.113 -0.240 2.068  0.078
54 H -4.641 3.483 4.375  0.001
55 H -3.124 2.504 2.726  0.000
56 H -4.113 -1.389 4.127  -0.002
57 H -5.644 -0.405 5.797  0.000
58 H -1.446 0.160 5.066  0.005
59 H 1.148 0.374 5.068  -0.001
60 H 2.712 2.500 2.926  -0.002
61 H 4.344 3.622 4.391  0.001
62 H 5.797 -0.292 5.671  0.000
63 H 4.169 -1.279 4.166  0.000
64 H 4.444 -1.712 -3.764  -0.003
65 H 6.039 -0.664 -5.479  0.000
66 H 4.456 3.174 -4.669  0.001
67 H 2.977 2.269 -2.967  0.000
68 H 1.503 -0.461 -4.969  0.000
69 H -1.059 -0.221 -5.099  0.001
70 H -4.917 0.090 -1.521  -0.003
71 H -5.039 0.273 1.195  0.008
72 H -2.486 2.242 -3.747  0.002
73 H -4.411 2.972 -5.211  0.000
74 H -6.165 -0.889 -4.908  0.000
75 H -4.331 -1.644 -3.435  -0.001
76 H 5.189 -0.078 -1.128  0.001
77 H 5.067 0.078 1.541  -0.007
78 F -0.496 3.978 1.729  0.053
79 C -0.190 3.226 0.663  0.749
80 F 1.155 3.113 0.533  0.058
81 C -0.931 3.510 -0.553  0.095
82 F -0.433 2.816 -1.527  -0.003
83 F -2.233 3.163 -0.413  0.004
84 F -0.907 4.788 -0.818  0.024
85 C -1.215 -3.756 -2.135  0.009
86 C -0.334 -4.268 -1.009  -0.007
87 C 0.119 -5.559 -0.820  0.000
88 C 0.820 -5.580 0.405  -0.002
89 C 0.726 -4.307 0.932  -0.003
90 C 1.415 -3.794 2.181  0.001
91 N 0.095 -3.477 0.063  0.020
92 H -1.586 -4.576 -2.714  0.000
93 H -0.571 -3.185 -2.780  -0.001
94 H -2.081 -3.189 -1.791  -0.001
95 H -0.141 -6.377 -1.508  0.000
96 H 1.240 -6.457 0.895  0.000
97 H 1.996 -4.587 2.603  0.000
98 H 0.698 -3.406 2.935  -0.001
99 H 2.102 -2.961 1.924  0.003

# 2
Molecular formula: C52H33BiF5GeIN3S3
Method: DFT, the ωB97M-V functional and the def2-TZVPD basis

Spin multiplicity: 2
LUMO (alpha / beta) in Ha: -0.004 / -0.051
Largest force on an atom in eV/A: 1.20

Each line ends with the Mulliken spin population.
Geometry (Å):
1 Bi 0.658 -0.318 0.208  -0.058
2 S -0.202 1.249 -1.662  0.050
3 C -0.277 0.434 -3.202  0.009
4 N -0.446 -0.818 -3.431  0.004
5 C -0.477 -1.082 -4.794  0.000
6 C -0.616 -2.344 -5.367  0.001
7 C -0.641 -2.455 -6.745  0.000
8 C -0.534 -1.325 -7.561  0.000
9 C -0.387 -0.065 -7.009  -0.001
10 C -0.350 0.043 -5.623  0.001
11 S -0.168 1.458 -4.635  0.000
12 H -0.696 -3.215 -4.727  0.000
13 H -0.740 -3.433 -7.202  0.000
14 H -0.570 -1.435 -8.638  0.000
15 H -0.302 0.814 -7.637  0.000
16 I -2.194 -1.692 -0.423  -0.001
17 C -1.081 -3.413 -0.902  0.015
18 C -1.804 -4.569 -0.977  -0.004
19 C -1.188 -5.758 -1.412  0.002
20 C 0.114 -5.731 -1.807  -0.003
21 C 0.873 -4.538 -1.749  0.002
22 C 2.205 -4.528 -2.236  -0.007
23 C 2.956 -3.395 -2.174  0.013
24 C 2.432 -2.236 -1.556  -0.018
25 C 1.146 -2.186 -1.095  0.170
26 C 0.304 -3.335 -1.222  -0.004
27 H -2.856 -4.570 -0.726  0.000
28 H -1.767 -6.671 -1.458  0.000
29 H 0.593 -6.626 -2.189  0.000
30 H 2.607 -5.442 -2.661  0.000
31 H 3.963 -3.372 -2.574  0.002
32 H 3.083 -1.379 -1.449  0.003
33 C 3.685 -4.482 2.103  0.000
34 C 2.619 -3.733 1.587  0.002
35 N 1.991 -2.784 2.250  0.002
36 C 2.386 -2.532 3.518  -0.008
37 C 3.445 -3.234 4.127  0.000
38 C 4.104 -4.221 3.377  0.000
39 C 3.825 -2.953 5.481  0.000
40 C 3.170 -2.024 6.201  0.000
41 C 2.080 -1.291 5.627  0.001
42 C 1.365 -0.341 6.375  0.000
43 C 0.316 0.316 5.796  0.003
44 C 0.011 0.032 4.458  0.021
45 N 0.666 -0.840 3.720  -0.001
46 C 1.684 -1.519 4.294  0.006
47 H 4.158 -5.239 1.491  0.000
48 H 2.273 -3.932 0.586  -0.001
49 H 4.931 -4.762 3.823  0.000
50 H 4.644 -3.518 5.914  0.000
51 H 3.448 -1.818 7.229  0.000
52 H 1.655 -0.146 7.401  0.000
53 H -0.270 1.043 6.343  0.000
54 H -0.810 0.550 3.977  -0.056
55 F 2.757 4.828 -4.308  0.000
56 C 2.803 3.913 -3.346  0.003
57 C 3.066 2.593 -3.653  0.000
58 F 3.262 2.234 -4.920  0.000
59 C 3.117 1.651 -2.644  0.001
60 F 3.346 0.386 -2.995  0.000
61 C 2.915 1.984 -1.311  -0.003
62 S 3.044 0.807 -0.012  0.029
63 C 2.641 3.321 -1.039  0.006
64 F 2.400 3.715 0.211  -0.002
65 C 2.588 4.278 -2.031  0.000
66 F 2.325 5.551 -1.730  0.000
67 C 0.431 2.796 2.734  0.045
68 Ge -0.971 2.018 1.579  0.537
69 C -2.475 1.617 2.813  0.123
70 C -3.011 2.672 3.551  -0.003
71 C -4.065 2.459 4.430  0.005
72 C -4.598 1.185 4.585  -0.001
73 C -4.071 0.124 3.860  0.000
74 C -3.018 0.342 2.978  -0.013
75 C -1.595 3.459 0.389  0.115
76 C -0.841 4.602 0.297  0.032
77 C -1.144 5.608 -0.650  -0.016
78 C -2.184 5.439 -1.517  0.033
79 C -2.997 4.279 -1.454  -0.013
80 C -4.078 4.084 -2.350  0.004
81 C -4.850 2.961 -2.284  -0.005
82 C -4.588 1.981 -1.302  0.011
83 C -3.554 2.147 -0.427  -0.014
84 C -2.714 3.287 -0.482  -0.034
85 H -0.045 3.509 3.415  0.014
86 H 1.193 3.305 2.148  -0.016
87 H 0.918 2.020 3.326  -0.010
88 H -2.607 3.674 3.432  -0.002
89 H -4.475 3.289 4.993  -0.001
90 H -5.423 1.022 5.268  0.000
91 H -4.475 -0.875 3.981  0.000
92 H -2.606 -0.497 2.428  -0.006
93 H 0.021 4.740 0.940  0.013
94 H -0.528 6.498 -0.696  -0.001
95 H -2.398 6.188 -2.271  0.001
96 H -4.279 4.849 -3.093  0.000
97 H -5.670 2.821 -2.977  0.000
98 H -5.210 1.096 -1.246  0.001
99 H -3.371 1.399 0.337  0.019

# 3
Molecular formula: C52H38BaF5N9O5PS2
Method: DFT, the ωB97M-V functional and the def2-TZVPD basis

Charge: -1
LUMO in Ha: 0.069
Largest force on an atom in eV/A: 6.13

Each line ends with the Löwdin charge.
Geometry (Å):
1 Ba 0.712 0.229 0.784  1.718
2 C -3.052 1.710 1.647  -0.126
3 N -1.892 1.869 0.740  -0.091
4 C -1.521 3.278 0.717  -0.159
5 C -0.590 3.575 1.851  -0.364
6 N -0.379 2.795 2.867  0.179
7 C 0.657 3.423 3.571  -0.225
8 C 1.327 2.996 4.713  -0.034
9 C 2.352 3.789 5.194  -0.085
10 C 2.711 4.987 4.550  -0.102
11 C 2.059 5.418 3.409  -0.031
12 C 1.028 4.607 2.942  -0.200
13 N 0.185 4.702 1.842  0.160
14 C -3.368 0.300 2.058  -0.313
15 N -3.711 -0.030 3.275  0.171
16 C -4.075 -1.377 3.172  -0.236
17 C -4.527 -2.263 4.151  -0.027
18 C -4.844 -3.555 3.766  -0.107
19 C -4.719 -3.969 2.427  -0.109
20 C -4.275 -3.100 1.446  -0.038
21 C -3.947 -1.810 1.856  -0.214
22 N -3.521 -0.708 1.142  0.170
23 H -2.896 2.272 2.563  0.113
24 H -3.951 2.119 1.161  0.126
25 H -2.158 1.585 -0.198  0.070
26 H -1.005 3.517 -0.214  0.107
27 H -2.407 3.925 0.770  0.127
28 H 1.066 2.054 5.179  0.084
29 H 2.906 3.472 6.068  0.098
30 H 3.533 5.573 4.944  0.092
31 H 2.351 6.328 2.900  0.101
32 H 0.332 5.281 1.034  0.157
33 H -4.621 -1.938 5.181  0.105
34 H -5.193 -4.265 4.507  0.090
35 H -4.978 -4.985 2.155  0.096
36 H -4.176 -3.414 0.414  0.110
37 H -3.004 -0.765 0.240  0.105
38 O 0.673 -2.761 -1.699  -0.081
39 N 0.013 -1.862 -1.192  -0.154
40 N -1.199 -1.636 -1.635  -0.209
41 O -1.813 -0.593 -1.019  -0.313
42 C -1.891 -2.321 -2.676  -0.159
43 C -3.166 -1.833 -2.967  -0.026
44 C -3.923 -2.420 -3.968  -0.089
45 C -3.429 -3.501 -4.688  -0.103
46 C -2.165 -3.983 -4.389  -0.085
47 C -1.383 -3.409 -3.392  -0.016
48 H -3.542 -0.998 -2.395  0.100
49 H -4.911 -2.029 -4.178  0.098
50 H -4.026 -3.965 -5.464  0.095
51 H -1.765 -4.828 -4.937  0.102
52 H -0.402 -3.789 -3.180  0.091
53 O 3.763 2.516 1.308  -0.254
54 S 2.864 2.019 0.321  0.374
55 O 2.914 0.557 0.091  -0.602
56 O 1.454 2.449 0.491  -0.617
57 C 3.277 2.673 -1.255  -0.261
58 C 4.423 3.445 -1.370  -0.043
59 C 4.778 3.931 -2.620  -0.071
60 C 3.997 3.632 -3.727  -0.073
61 C 2.852 2.857 -3.593  -0.095
62 C 2.455 2.370 -2.355  -0.315
63 P 0.913 1.330 -2.154  1.070
64 C -0.398 2.476 -2.743  -0.347
65 C -0.186 3.834 -2.974  -0.088
66 C -1.248 4.681 -3.276  -0.088
67 C -2.540 4.184 -3.350  -0.093
68 C -2.768 2.834 -3.105  -0.074
69 C -1.711 1.989 -2.790  -0.124
70 C 1.168 0.138 -3.540  -0.360
71 C 0.214 -0.113 -4.521  -0.086
72 C 0.414 -1.119 -5.463  -0.088
73 C 1.570 -1.881 -5.432  -0.091
74 C 2.526 -1.641 -4.450  -0.077
75 C 2.324 -0.646 -3.507  -0.094
76 H 5.020 3.641 -0.489  0.114
77 H 5.670 4.535 -2.732  0.103
78 H 4.283 3.999 -4.705  0.102
79 H 2.259 2.617 -4.469  0.117
80 H 0.813 4.248 -2.915  0.096
81 H -1.059 5.733 -3.451  0.100
82 H -3.367 4.844 -3.584  0.098
83 H -3.774 2.434 -3.141  0.105
84 H -1.917 0.956 -2.525  0.075
85 H -0.696 0.470 -4.565  0.093
86 H -0.348 -1.309 -6.209  0.103
87 H 1.722 -2.671 -6.157  0.099
88 H 3.424 -2.245 -4.403  0.105
89 H 3.064 -0.495 -2.726  0.114
90 F 6.719 -3.632 2.525  0.097
91 C 5.629 -2.887 2.772  -0.154
92 C 4.551 -2.915 1.917  -0.149
93 F 4.587 -3.695 0.827  0.108
94 C 3.441 -2.136 2.194  -0.243
95 F 2.432 -2.230 1.301  0.004
96 C 3.330 -1.299 3.298  -0.545
97 S 1.905 -0.307 3.619  0.500
98 C 4.446 -1.307 4.132  -0.244
99 F 4.478 -0.550 5.238  0.071
100 C 5.571 -2.074 3.885  -0.150
101 F 6.617 -2.034 4.727  0.098
102 N -2.467 -6.446 0.019  0.152
103 C -1.966 -5.725 0.761  -0.184
104 C -1.331 -4.814 1.699  -0.211
105 C -1.006 -5.223 2.984  -0.020
106 C -0.424 -4.305 3.835  -0.037
107 C -0.186 -3.016 3.375  -0.130
108 N -0.497 -2.618 2.138  0.079
109 C -1.064 -3.505 1.324  -0.099
110 H -1.211 -6.238 3.299  0.119
111 H -0.150 -4.572 4.847  0.106
112 H 0.287 -2.265 3.999  0.038
113 H -1.317 -3.174 0.324  0.099

# 4
Molecular formula: C52H40BGaI4N8O2
Method: DFT, the ωB97M-V functional and the def2-TZVPD basis

LUMO in Ha: -0.044
Largest force on an atom in eV/A: 0.97

Each line ends with the Löwdin charge.
Geometry (Å):
1 Ga 0.260 -0.281 0.094  0.473
2 I 4.294 -9.169 0.258  0.866
3 C 3.459 -7.271 0.134  -0.752
4 C 3.783 -6.446 -0.934  -0.145
5 C 3.219 -5.180 -1.010  -0.021
6 C 2.340 -4.729 -0.032  -0.220
7 C 2.028 -5.572 1.029  -0.020
8 C 2.582 -6.841 1.119  -0.143
9 C 1.742 -3.362 -0.106  -0.053
10 C 0.441 -3.253 -0.583  -0.203
11 C -0.379 -4.364 -1.013  0.026
12 C -1.563 -3.849 -1.402  0.023
13 C -1.472 -2.414 -1.230  -0.200
14 C -2.467 -1.502 -1.569  -0.048
15 C -3.739 -2.036 -2.140  -0.211
16 C -3.766 -2.617 -3.403  -0.028
17 C -4.950 -3.106 -3.938  -0.145
18 C -6.120 -3.010 -3.199  -0.753
19 I -7.897 -3.737 -3.990  0.866
20 C -6.115 -2.434 -1.937  -0.144
21 C -4.923 -1.950 -1.416  -0.021
22 C -2.358 -0.112 -1.454  -0.196
23 N -1.338 0.572 -0.877  0.097
24 C -1.611 1.898 -1.016  -0.204
25 C -0.849 2.946 -0.517  -0.062
26 C -1.352 4.339 -0.718  -0.221
27 C -2.169 4.947 0.226  -0.019
28 C -2.622 6.247 0.046  -0.144
29 C -2.255 6.942 -1.097  -0.753
30 I -2.927 8.888 -1.379  0.868
31 C -1.445 6.351 -2.056  -0.147
32 C -0.998 5.052 -1.858  -0.021
33 C 0.361 2.807 0.165  -0.219
34 C 1.099 3.885 0.770  0.013
35 C 2.205 3.338 1.338  0.005
36 C 2.159 1.924 1.073  -0.243
37 N 1.033 1.637 0.359  0.075
38 C 3.171 1.014 1.389  -0.066
39 C 3.177 -0.329 1.036  -0.205
40 C 4.257 -1.246 1.322  0.026
41 C 3.864 -2.460 0.885  0.026
42 C 2.533 -2.301 0.339  -0.194
43 N 2.160 -1.000 0.432  0.098
44 C 4.332 1.542 2.161  -0.213
45 C 5.545 1.803 1.535  -0.031
46 C 6.624 2.305 2.249  -0.147
47 C 6.482 2.551 3.607  -0.753
48 I 8.086 3.305 4.688  0.869
49 C 5.280 2.295 4.251  -0.141
50 C 4.211 1.791 3.524  -0.013
51 C -2.860 2.062 -1.720  0.024
52 C -3.324 0.823 -1.986  0.021
53 N -0.252 -2.098 -0.729  0.089
54 H 4.466 -6.785 -1.699  0.092
55 H 3.466 -4.530 -1.841  0.127
56 H 1.349 -5.225 1.797  0.123
57 H 2.334 -7.485 1.951  0.093
58 H -0.077 -5.399 -1.012  0.116
59 H -2.422 -4.379 -1.776  0.113
60 H -2.850 -2.682 -3.976  0.128
61 H -4.959 -3.550 -4.923  0.093
62 H -7.028 -2.364 -1.363  0.093
63 H -4.910 -1.500 -0.431  0.128
64 H -2.452 4.398 1.115  0.128
65 H -3.254 6.710 0.789  0.093
66 H -1.164 6.895 -2.947  0.092
67 H -0.366 4.581 -2.601  0.124
68 H 0.801 4.920 0.767  0.114
69 H 2.982 3.843 1.887  0.113
70 H 5.185 -0.988 1.804  0.114
71 H 4.406 -3.388 0.937  0.115
72 H 5.645 1.609 0.474  0.122
73 H 7.563 2.504 1.751  0.092
74 H 5.177 2.483 5.311  0.093
75 H 3.270 1.579 4.017  0.125
76 H -3.312 3.006 -1.976  0.116
77 H -4.227 0.554 -2.506  0.115
78 C -1.616 0.766 4.644  -0.012
79 C -1.520 -0.660 4.122  -0.487
80 C -2.652 -1.505 4.676  -0.009
81 O -1.663 -0.588 2.687  0.071
82 B -0.405 -0.591 2.110  -0.485
83 O 0.564 -0.872 3.082  0.050
84 C -0.104 -1.285 4.289  -0.490
85 C 0.689 -0.768 5.474  -0.009
86 C -0.114 -2.808 4.284  -0.011
87 H -2.573 1.186 4.334  0.093
88 H -0.822 1.388 4.230  0.094
89 H -1.559 0.805 5.733  0.090
90 H -3.600 -0.983 4.549  0.090
91 H -2.510 -1.692 5.743  0.094
92 H -2.719 -2.461 4.162  0.085
93 H 0.819 0.312 5.427  0.078
94 H 1.676 -1.231 5.478  0.091
95 H 0.195 -1.017 6.415  0.094
96 H -0.668 -3.192 3.427  0.095
97 H -0.552 -3.217 5.195  0.090
98 H 0.916 -3.158 4.206  0.092
99 N 3.189 2.644 -1.922  0.208
100 C 3.158 2.414 -3.246  -0.510
101 N 3.875 3.226 -4.050  0.164
102 N 2.498 1.428 -3.801  0.112
103 C 1.823 0.679 -2.946  -0.301
104 N 1.220 0.001 -2.229  0.193
105 H 3.609 3.466 -1.528  0.114
106 H 2.587 2.098 -1.319  0.070
107 H 4.361 4.031 -3.704  0.103
108 H 3.842 3.051 -5.037  0.110

Which value of largest force on an atom does entry 1 give?
3.48 eV/A

Which of these has the highest largest force on an atom?
C52H38BaF5N9O5PS2

Look up the largest force on an atom of the fourth one.
0.97 eV/A

Which of these has the lowest largest force on an atom?
C52H40BGaI4N8O2